Record 1
C48H38FOP3Se2Zn | wB97M-V/def2-TZVPD

LUMO = 0.4 eV
multiplicity = 1
HOMO = -7.3 eV
HOMO-LUMO gap = 0.282 hartree
calculated total energy = -9633.37064 Eh
energy relative to the best compared isomer or geometry (same formula, charge and spin) = 49.96 kcal/mol

Each line ends with the Löwdin charge.
CARTESIAN COORDINATES (ANGSTROEM)
Zn 0.18142 0.37701 -0.50544  -0.08
O 2.77696 -0.42838 1.45356  -0.03
C 2.54014 -0.45541 2.80445  -0.25
C 3.38944 -1.08791 3.70659  -0.02
C 3.07067 -1.08529 5.05301  -0.06
C 1.90700 -0.47560 5.50481  -0.07
C 1.03487 0.08127 4.58847  -0.07
C 1.33133 0.09149 3.22490  -0.27
P 0.04331 0.55176 2.01557  1.07
C -0.33075 2.29066 2.38068  -0.39
C -1.48610 2.84013 1.82054  -0.21
C -1.75319 4.19261 1.96929  -0.08
C -0.87539 5.00531 2.67194  -0.08
C 0.27552 4.46369 3.22595  -0.08
C 0.55052 3.11188 3.07899  -0.08
C -1.35362 -0.40885 2.69135  -0.38
C -2.36917 0.13330 3.47348  -0.09
C -3.34622 -0.68979 4.01615  -0.08
C -3.30532 -2.05966 3.79982  -0.08
C -2.29151 -2.60475 3.02684  -0.08
C -1.32522 -1.78469 2.46698  -0.12
C 3.98545 -0.11493 0.89507  -0.24
C 5.13873 0.17866 1.61570  -0.01
C 6.32325 0.41014 0.93582  -0.06
C 6.37349 0.36044 -0.44924  -0.07
C 5.20318 0.14687 -1.15443  -0.07
C 3.99196 -0.07346 -0.49877  -0.28
P 2.44263 -0.06355 -1.45628  1.07
C 2.83327 1.20179 -2.70655  -0.38
C 2.95868 2.51212 -2.24996  -0.13
C 3.26108 3.53206 -3.13426  -0.07
C 3.43573 3.25430 -4.48358  -0.08
C 3.31147 1.95256 -4.94195  -0.07
C 3.01449 0.92526 -4.05591  -0.08
C 2.43661 -1.64167 -2.35213  -0.37
C 3.37284 -2.64383 -2.11845  -0.08
C 3.28678 -3.85182 -2.79637  -0.08
C 2.26837 -4.06416 -3.71306  -0.08
C 1.33250 -3.06640 -3.95289  -0.07
C 1.41110 -1.86225 -3.27343  -0.17
H 4.27800 -1.59328 3.35600  0.12
H 3.73292 -1.57613 5.75461  0.11
H 1.66495 -0.47144 6.55905  0.11
H 0.08992 0.49274 4.92339  0.12
H -2.17173 2.21308 1.25842  0.07
H -2.64485 4.61155 1.52063  0.11
H -1.08367 6.06201 2.78074  0.10
H 0.96668 5.09595 3.76849  0.10
H 1.45388 2.69895 3.51061  0.10
H -2.40580 1.19782 3.66479  0.10
H -4.14089 -0.25662 4.61131  0.11
H -4.07370 -2.69883 4.21552  0.11
H -2.26884 -3.66995 2.83672  0.11
H -0.55207 -2.21542 1.84280  0.09
H 5.11906 0.23982 2.69255  0.10
H 7.21819 0.63251 1.50314  0.11
H 7.30451 0.52712 -0.97367  0.11
H 5.21207 0.18763 -2.23694  0.12
H 2.79632 2.74537 -1.20441  0.09
H 3.34509 4.54830 -2.77112  0.11
H 3.66119 4.05477 -5.17681  0.10
H 3.44514 1.72799 -5.99252  0.10
H 2.92275 -0.08731 -4.42621  0.10
H 4.16965 -2.48671 -1.40208  0.10
H 4.01767 -4.62705 -2.60511  0.10
H 2.19937 -5.00850 -4.23797  0.10
H 0.52824 -3.22903 -4.65859  0.11
H 0.66504 -1.09821 -3.45609  0.08
Se -1.18634 -1.42585 -1.16784  0.33
P -2.97268 -0.19399 -0.55403  0.68
Se -0.35473 2.66173 -1.06045  0.60
C -4.16561 -1.44939 0.06012  -0.46
C -4.01234 -2.82956 -0.03270  -0.14
C -4.97605 -3.68498 0.48363  -0.09
C -6.11199 -3.17198 1.09502  -0.10
C -6.27826 -1.79746 1.18893  -0.09
C -5.30797 -0.94707 0.68159  -0.12
C -3.72110 0.17364 -2.18350  -0.45
C -4.31850 -0.79094 -2.99376  -0.10
C -4.84546 -0.44343 -4.22553  -0.09
C -4.77205 0.87304 -4.66840  -0.10
C -4.17229 1.83685 -3.87435  -0.08
C -3.65380 1.48912 -2.63297  -0.12
H -3.12082 -3.23963 -0.49251  0.05
H -4.83844 -4.75691 0.40548  0.10
H -6.86449 -3.84028 1.49492  0.10
H -7.15873 -1.38635 1.66779  0.10
H -5.43171 0.12699 0.77780  0.10
H -4.37074 -1.81868 -2.65343  0.10
H -5.31348 -1.19880 -4.84499  0.10
H -5.18255 1.14252 -5.63389  0.10
H -4.10245 2.86102 -4.21932  0.10
H -3.16525 2.23717 -2.01908  0.06
F -0.09756 2.40520 -2.83308  -0.65

Atoms 1-6, force components in eV/Å:
0.339 0.128 0.276
-0.077 -0.067 -0.075
-0.020 0.051 0.081
-0.018 -0.032 0.011
0.018 -0.017 0.023
-0.004 0.014 0.002


Record 2
C48H38I2LuN5O8P2S3Te | wB97M-V/def2-TZVPD

LUMO (alpha / beta) = 3.2 / 3.2 eV
multiplicity = 1
HOMO (alpha / beta) = -2.5 / -2.5 eV
total charge = -2
HOMO-LUMO gap (alpha / beta) = 0.209 / 0.209 hartree
calculated total energy = -6704.15103 Eh
energy relative to the best compared isomer or geometry (same formula, charge and spin) = 28.49 kcal/mol

Each line ends with the Löwdin charge.
CARTESIAN COORDINATES (ANGSTROEM)
Lu 0.03628 -0.90592 -1.29139  1.52
O -2.24703 -0.93606 -2.32345  -0.39
S -1.26474 -1.31788 -3.35302  0.25
O -1.75389 -1.51116 -4.68696  -0.29
O -0.56465 -2.51373 -2.75698  -0.42
O -0.19682 -0.22996 -3.27453  -0.53
I 2.99366 -4.45287 0.48420  0.97
C 2.57522 -4.31274 -1.55055  -0.64
C 2.61559 -5.49036 -2.32484  -0.26
C 2.34526 -5.44168 -3.65783  -0.67
I 2.44531 -7.23423 -4.75103  0.82
C 2.06731 -4.20000 -4.29175  -0.21
C 1.70339 -4.04396 -5.64787  -0.06
C 1.49296 -2.79590 -6.15394  -0.05
C 1.71417 -1.68477 -5.31670  -0.14
N 2.02309 -1.79330 -4.05534  0.12
C 2.11773 -3.02345 -3.50405  -0.17
C 2.25809 -3.06654 -2.05909  -0.44
O 2.08925 -2.00868 -1.31042  -0.29
H 2.84728 -6.42877 -1.84077  0.07
H 1.58078 -4.92349 -6.26611  0.05
H 1.16784 -2.65124 -7.17583  0.10
H 1.60826 -0.67568 -5.70518  0.11
Te 0.38182 4.16228 -0.04483  1.25
C -0.47236 5.29972 1.54840  -0.55
C -1.79162 5.73471 1.50530  -0.12
C -2.31368 6.42932 2.58640  -0.17
N -1.62028 6.72044 3.69160  0.03
C -0.35588 6.29571 3.72718  -0.17
C 0.25593 5.59813 2.69366  -0.15
C -0.55977 2.32111 0.34666  -0.91
P -1.34197 1.54216 -1.13114  0.85
C -3.07159 1.19218 -0.53665  -0.35
C -4.17697 1.25756 -1.38829  -0.11
C -5.43347 0.86021 -0.95805  -0.10
C -5.60747 0.36347 0.32842  -0.11
C -4.51435 0.26683 1.17483  -0.08
C -3.25821 0.67695 0.74124  -0.08
C -1.70661 2.85928 -2.34466  -0.42
C -2.59126 3.89643 -2.04770  -0.14
C -2.78739 4.93012 -2.94698  -0.09
C -2.10095 4.94122 -4.15763  -0.11
C -1.23155 3.90787 -4.46754  -0.09
C -1.03517 2.86730 -3.56315  -0.09
P 0.51811 0.96533 0.98912  0.86
C 2.17416 1.69992 1.34444  -0.44
C 2.99320 1.93476 0.23561  -0.19
C 4.20320 2.59589 0.35450  -0.13
C 4.62798 3.03460 1.60429  -0.13
C 3.84928 2.76766 2.71992  -0.09
C 2.63649 2.09328 2.59380  -0.09
C -0.19468 0.80807 2.69008  -0.39
C -0.49176 -0.42491 3.25167  -0.16
C -1.14531 -0.51543 4.47903  -0.07
C -1.47904 0.63750 5.16844  -0.10
C -1.17520 1.88438 4.62150  -0.09
C -0.55623 1.96496 3.38591  -0.11
H -2.40941 5.53102 0.63855  0.08
H -3.34385 6.77317 2.57106  0.09
H 0.19442 6.52211 4.63640  0.09
H 1.28693 5.27391 2.78777  0.08
H -4.04754 1.59780 -2.40807  0.10
H -6.27659 0.91862 -1.63746  0.09
H -6.58391 0.02811 0.65833  0.09
H -4.61796 -0.15786 2.16591  0.10
H -2.41604 0.57264 1.41458  0.08
H -3.12253 3.87559 -1.10371  0.10
H -3.47584 5.73179 -2.70546  0.10
H -2.24681 5.75749 -4.85589  0.09
H -0.70999 3.90522 -5.41727  0.09
H -0.37369 2.04291 -3.79963  0.09
H 2.66037 1.59742 -0.74173  0.10
H 4.80833 2.78513 -0.52448  0.10
H 5.56232 3.57468 1.70608  0.10
H 4.18308 3.08654 3.70102  0.10
H 2.04798 1.87744 3.47613  0.10
H -0.23576 -1.32936 2.71833  0.04
H -1.40474 -1.49358 4.86639  0.10
H -1.98749 0.57416 6.12392  0.09
H -1.43591 2.79479 5.14932  0.09
H -0.37215 2.93392 2.93737  0.07
C 6.02528 -0.01223 1.90705  -0.10
N 4.79153 -0.42137 2.53357  -0.06
C 3.75625 -0.99919 1.87430  -0.94
N 3.86856 -1.04527 0.53069  0.10
S 2.43935 -1.63489 2.69152  0.59
H 6.69974 0.35587 2.67740  0.08
H 5.85735 0.80446 1.19880  0.05
H 6.51284 -0.83886 1.38080  0.08
H 4.74766 -0.53985 3.52996  0.10
H 4.44635 -0.37058 0.05676  0.09
H 3.07646 -1.41400 0.00507  0.01
O -2.46448 -4.09074 3.87202  -0.32
S -2.99619 -3.92139 2.54239  0.62
O -4.42175 -4.05192 2.39521  -0.32
N -2.44900 -2.54087 1.88994  0.00
C -1.60473 -2.77140 0.91460  -0.46
O -0.94343 -1.87075 0.31799  -0.20
C -1.43340 -4.22371 0.56320  -0.11
C -0.69858 -4.77851 -0.46678  -0.01
C -0.71746 -6.16153 -0.60769  -0.06
C -1.46848 -6.95660 0.25499  -0.08
C -2.21436 -6.39022 1.28461  -0.05
C -2.17164 -5.01833 1.41727  -0.21
H -0.16100 -4.15149 -1.16160  0.09
H -0.14834 -6.62431 -1.40556  0.10
H -1.47954 -8.03144 0.11570  0.10
H -2.81391 -7.00111 1.94839  0.11

Atoms 1-6, force components in eV/Å:
1.450 -0.353 2.407
-0.066 -0.004 -0.118
-1.072 -0.421 -1.785
-0.001 -0.045 -0.023
0.147 -0.005 -0.193
-0.182 0.025 -1.230


- The lowest calculated total energy belongs to which entry?
  C48H38FOP3Se2Zn